8
Properties=species:S:1:pos:R:3:lowdin_charge:R:1 method="wB97M-V/def2-TZVPD" de_lowest_ev=5.444 largest_force_ev_per_a=4.35 molar_mass_g_mol=228.9
C 2.92662 -1.01156 0.02301 -0.39
C 3.04579 -0.45330 1.15718 0.08
N 2.78192 -1.36026 -1.11760 0.22
P 0.44125 1.00254 1.57075 0.24
P -0.27520 0.97223 -0.32318 -0.09
I -2.42220 -0.45759 -0.00588 0.06
H 3.72533 -0.31066 1.98732 0.05
H -0.82010 2.27398 -0.35790 -0.17



27
Properties=species:S:1:pos:R:3:lowdin_charge:R:1 method="wB97M-V/def2-TZVPD" de_lowest_ev=4.684 largest_force_ev_per_a=3.91 molar_mass_g_mol=130.2
C -2.80416 0.78827 -0.89412 -0.07
C -2.05380 -1.01933 0.60063 -0.07
C 1.31506 -1.58049 -0.39977 -0.06
C 1.96218 0.70470 -1.34434 -0.09
C 2.16121 0.38103 1.08082 -0.08
C -1.55963 -0.05209 -0.49314 -0.45
C 1.57809 -0.15015 -0.18536 -0.40
N -0.59170 1.51022 0.99558 0.00
N -0.47266 0.83772 -0.17540 -0.09
H -2.44986 1.58326 -1.50534 0.06
H -3.49143 0.09634 -1.36034 0.07
H -3.26641 1.12918 0.05321 0.08
H -2.11151 -0.50117 1.49070 0.03
H -1.42915 -1.87614 0.77656 0.05
H -2.95049 -1.56307 0.27806 0.09
H 0.75205 -1.89940 0.45423 0.07
H 0.79434 -1.64623 -1.33614 0.08
H 2.20787 -2.09070 -0.38423 0.06
H 3.03709 0.82625 -1.23644 0.08
H 1.20311 1.56127 -1.33948 0.10
H 1.77883 0.07367 -2.23801 0.08
H 1.53788 0.18402 1.99338 0.10
H 3.07185 -0.03790 1.15724 0.04
H 2.34418 1.43333 1.01579 0.07
H -1.31182 -0.69555 -1.34826 0.12
H -0.73097 1.01209 1.87678 0.08
H 0.09724 2.18802 1.12742 0.05



12
Properties=species:S:1:pos:R:3:lowdin_charge:R:1 method="wB97M-V/def2-TZVPD" smiles="O=[N+]([O-])[C@H]1N=CC(Cl)=C1Cl" de_lowest_ev=2.071 largest_force_ev_per_a=3.13 molar_mass_g_mol=181.0
C -0.29032 1.66844 0.18202 -0.13
C -0.64125 -0.46818 -0.35814 -0.22
C 1.05236 1.15788 -0.09146 -0.66
C 0.90626 -0.16834 -0.36404 -0.71
N -1.23821 0.80773 0.13476 0.11
N -0.83147 -1.62329 0.51545 -0.39
O -0.56578 -1.47602 1.69347 0.10
O -1.23241 -2.64585 0.02551 0.10
Cl 2.56415 1.92612 0.21664 0.70
Cl 2.02868 -1.30150 -0.75281 0.81
H -0.56876 2.64390 0.17585 0.09
H -1.18323 -0.52089 -1.37726 0.20



11
Properties=species:S:1:pos:R:3:lowdin_charge:R:1 method="wB97M-V/def2-TZVPD" de_lowest_ev=4.167 largest_force_ev_per_a=8.91 molar_mass_g_mol=100.5
C -1.25787 1.93127 1.45418 0.00
C 1.14571 0.67105 -0.16377 -0.02
C -0.28735 1.45162 0.78859 -0.04
C 0.85851 -0.58278 -0.52402 -0.76
C -0.31310 -1.35509 -0.46580 -0.14
Cl 2.31581 -1.27903 -1.21916 0.65
H 1.95017 1.24439 -0.30357 0.02
H -2.06086 2.50972 1.93561 0.02
H -1.13959 -0.71165 -0.35678 0.06
H -0.53683 -2.17149 0.25939 0.12
H -0.67459 -1.70801 -1.40468 0.08



25
Properties=species:S:1:pos:R:3:lowdin_charge:R:1 method="wB97M-V/def2-TZVPD" de_lowest_ev=0.990 largest_force_ev_per_a=2.89 molar_mass_g_mol=174.3 charge=+1
N 2.47992 1.52688 1.96996 0.23
C 1.10240 1.30965 1.34497 -0.42
C 1.05172 2.02980 -0.00451 -0.04
C 0.87872 -0.15718 1.17909 -0.47
S -0.90310 -0.38847 0.67305 0.51
S -1.52233 -2.27780 0.73604 0.50
C -0.65612 -3.01851 -0.62672 -0.49
H 2.42751 1.43236 2.98793 0.18
H 3.03099 0.74474 1.61951 0.16
H 2.99276 2.35219 1.65723 0.17
H 0.31442 1.74747 1.94438 0.14
H 1.36525 3.07392 0.09733 0.09
H 0.02015 2.05726 -0.32036 0.08
H 1.65741 1.53164 -0.74486 0.10
H 1.50406 -0.73697 0.49734 0.09
H 0.88881 -0.73146 2.11105 0.08
H 0.43817 -3.13298 -0.54290 0.04
H -0.78328 -2.49298 -1.57424 0.02
H -0.79723 -4.08850 -0.81519 0.05
H -4.11253 -0.98675 -0.97758 0.05
H -4.12060 0.52798 -1.25384 0.05
O -3.55942 -0.19698 -0.96139 -0.09
H -1.74418 -0.27207 -2.42522 -0.01
H -1.06261 0.22657 -3.73290 0.04
O -0.89086 -0.07981 -2.83818 -0.08



13
Properties=species:S:1:pos:R:3:lowdin_charge:R:1 method="wB97M-V/def2-TZVPD" de_lowest_ev=2.350 largest_force_ev_per_a=6.22 molar_mass_g_mol=335.3 charge=+2
Mg 1.56849 2.12076 1.22541 1.19
N -0.23137 -0.08907 -0.01491 -0.76
S 1.26878 -0.25201 -0.57437 1.05
O 2.26273 0.78724 0.00770 -0.54
S -0.68444 1.14776 1.14460 0.85
O -2.23489 1.72634 -0.01426 -0.45
C 1.75184 -1.72574 0.48843 -0.75
F 0.98225 -2.75132 0.16422 0.18
F 1.58367 -1.42820 1.76851 0.16
F 3.01924 -2.02343 0.26293 0.19
In -1.95912 0.09256 -0.97086 1.05
O -3.60460 0.82318 -1.44917 -0.21
H -3.72257 1.57193 -2.03824 0.06